1.
{"formula": "C20H21Br2Cl3N3O6TeTi", "method": "ωB97M-V with the def2-TZVPD basis set", "e_above_lowest_kcal_mol": 0.00, "total_charge": -1, "e_tot_ha": -9036.8012, "species": ["Ti", "O", "C", "C", "N", "C", "C", "O", "O", "C", "C", "O", "O", "H", "H", "H", "H", "H", "H", "H", "H", "H", "C", "C", "C", "C", "C", "C", "Br", "C", "C", "Br", "C", "O", "C", "N", "H", "H", "H", "H", "H", "H", "C", "Te", "C", "H", "H", "H", "H", "H", "H", "Cl", "C", "Cl", "Cl", "C", "N"], "positions_angstrom": [[-0.8743, -0.3847, 0.0136], [-0.0726, -0.3445, -1.5938], [-0.7616, -0.1911, -2.8351], [-1.7983, 0.8915, -2.6223], [-2.4601, 0.6281, -1.3223], [-3.5455, -0.3638, -1.4307], [-3.0601, -1.7923, -1.2220], [-3.6404, -2.7380, -1.6915], [-2.0102, -1.8668, -0.4303], [-2.9212, 1.8151, -0.6054], [-2.9169, 1.5114, 0.8942], [-3.5462, 2.1767, 1.6792], [-2.1432, 0.4952, 1.2056], [1.9430, 0.1428, -1.6525], [-1.2033, -1.1572, -3.1035], [-0.0555, 0.1402, -3.5978], [-2.5175, 0.9311, -3.4453], [-1.2768, 1.8474, -2.5941], [-4.0681, -0.2831, -2.3850], [-4.2692, -0.1839, -0.6325], [-3.9148, 2.1469, -0.9148], [-2.2249, 2.6353, -0.7820], [0.6507, 2.9474, -0.7506], [0.8556, 2.4394, 0.6334], [1.4314, 3.2992, 1.6057], [1.6253, 2.8790, 2.8817], [1.2902, 1.5508, 3.2349], [1.4551, 0.9658, 4.5122], [2.1388, 1.9991, 5.9487], [1.1274, -0.3372, 4.7366], [0.6316, -1.1344, 3.6890], [0.2122, -2.9370, 4.0335], [0.4550, -0.6250, 2.4250], [0.0315, -1.3217, 1.3830], [0.7679, 0.7480, 2.2127], [0.5159, 1.2053, 0.9469], [1.5019, 3.5503, -1.0652], [-0.2236, 3.6024, -0.7998], [0.5407, 2.1609, -1.4910], [1.7076, 4.2990, 1.2999], [2.0463, 3.5403, 3.6268], [1.2514, -0.7730, 5.7173], [2.1155, -5.4038, -0.5977], [0.4742, -4.1187, -1.0590], [-0.6894, -4.7909, 0.5878], [2.4751, -5.1843, 0.4053], [2.9098, -5.2007, -1.3134], [1.8198, -6.4476, -0.6724], [-0.9588, -5.8369, 0.4633], [-1.5822, -4.1723, 0.6106], [-0.1204, -4.6412, 1.5011], [5.1353, 1.8694, -3.9413], [4.2436, 2.1336, -2.4922], [0.8064, 2.4585, -4.0349], [4.2681, 3.7240, -1.8184], [3.5074, 1.1948, -1.9628], [2.9206, 0.3011, -1.3882]], "lowdin_charge": [1.17, -0.33, -0.24, -0.16, -0.21, -0.06, -0.57, 0.10, -0.16, -0.07, -0.58, 0.09, -0.11, 0.05, 0.13, 0.04, 0.14, 0.04, 0.14, 0.15, 0.14, 0.12, -0.07, -0.26, 0.01, -0.01, -0.18, -0.62, 0.76, -0.17, -0.59, 0.81, -0.36, -0.19, -0.13, 0.11, 0.05, 0.09, -0.01, 0.12, 0.08, 0.09, -0.49, 1.15, -0.46, -0.01, -0.02, -0.01, 0.00, -0.02, -0.04, 0.60, -1.19, -0.36, 0.59, -0.32, 0.21]}

=====

2.
{"formula": "C22H66O18", "method": "ωB97M-V with the def2-TZVPD basis set", "e_above_lowest_kcal_mol": 45.25, "e_tot_ha": -2231.9268, "smiles": "OCCO.OCCO.OCCO.OCCO.OCCO.OCCO.OCCO.CCO.CCO.CCO.CCO", "species": ["C", "C", "O", "H", "H", "H", "H", "H", "H", "C", "C", "O", "H", "H", "H", "H", "H", "H", "C", "C", "O", "H", "H", "H", "H", "H", "H", "C", "C", "O", "H", "H", "H", "H", "H", "H", "C", "C", "O", "O", "H", "H", "H", "H", "H", "H", "C", "C", "O", "O", "H", "H", "H", "H", "H", "H", "C", "C", "O", "O", "H", "H", "H", "H", "H", "H", "C", "C", "O", "O", "H", "H", "H", "H", "H", "H", "C", "C", "O", "O", "H", "H", "H", "H", "H", "H", "C", "C", "O", "O", "H", "H", "H", "H", "H", "H", "C", "C", "O", "O", "H", "H", "H", "H", "H", "H"], "positions_angstrom": [[2.3236, -2.8565, -0.7113], [3.7694, -3.3290, -0.6775], [4.1661, -3.5976, 0.6755], [1.7132, -3.5954, -0.1962], [1.9624, -2.6501, -1.7245], [2.2278, -1.8844, -0.2294], [4.4559, -2.5883, -1.0875], [3.8985, -4.2341, -1.2799], [3.8456, -4.4740, 0.9047], [-1.5818, -2.7081, -3.2410], [-2.8420, -1.8802, -3.1447], [-3.7774, -2.2870, -4.1296], [-0.9101, -2.3527, -2.4557], [-1.0296, -2.5788, -4.1715], [-1.7466, -3.7735, -3.0772], [-2.5459, -0.8329, -3.3095], [-3.2004, -1.9628, -2.1102], [-4.5221, -1.6809, -4.1447], [-0.0331, 0.0770, -1.0697], [-0.6806, 0.7870, 0.1057], [-0.4437, 0.0107, 1.2307], [-0.2066, 0.5971, -2.0111], [-0.5788, -0.8599, -1.1679], [1.0382, 0.0141, -0.9091], [-1.7530, 0.8131, -0.1267], [-0.3488, 1.8167, 0.2621], [-0.3845, 0.5271, 2.0595], [2.8727, 3.6009, 0.0431], [2.1749, 4.3635, -1.0478], [1.1623, 3.5352, -1.6660], [3.6480, 4.1694, 0.5690], [3.4804, 2.7793, -0.3652], [2.2391, 3.1138, 0.7859], [2.9199, 4.6128, -1.7989], [1.6890, 5.2554, -0.6590], [0.3415, 3.8317, -1.2623], [3.2775, 0.8751, 2.3154], [3.7110, -0.0248, 1.1655], [5.1284, -0.0037, 1.0079], [3.7162, 0.3243, 3.5369], [2.1844, 0.8992, 2.2788], [3.7120, 1.8580, 2.1140], [3.2881, 0.3356, 0.2263], [3.3840, -1.0310, 1.4422], [5.5177, -0.8089, 1.3539], [4.1007, 1.0088, 4.0849], [-3.6833, 2.7245, 2.8859], [-4.4037, 1.8784, 3.9034], [-5.3371, 2.6232, 4.6773], [-4.5849, 3.4390, 2.0888], [-2.9176, 2.1393, 2.3702], [-3.0241, 3.4154, 3.4538], [-3.7542, 1.2984, 4.5720], [-4.9186, 1.0699, 3.3604], [-5.2751, 2.3703, 5.5968], [-5.1539, 3.9322, 2.6937], [-0.8503, 0.8839, 4.5827], [0.1664, 0.2240, 5.4822], [0.5522, 1.1073, 6.5383], [-0.1887, 1.5714, 3.4834], [-1.3735, 1.7169, 5.0586], [-1.6102, 0.1760, 4.2549], [1.0523, -0.0498, 4.9069], [-0.2700, -0.6744, 5.9255], [1.4492, 1.4106, 6.3954], [0.0894, 2.4171, 3.8430], [-4.2525, -1.2412, 2.0320], [-4.2390, -0.3133, 0.8719], [-4.8467, -0.9225, -0.2923], [-5.5958, -1.4935, 2.4517], [-3.7222, -0.8575, 2.9153], [-3.7184, -2.1659, 1.8069], [-3.2262, 0.0394, 0.6097], [-4.7328, 0.6713, 0.9531], [-4.6418, -0.3808, -1.0567], [-5.6055, -1.6777, 3.3911], [-1.0786, -3.0850, 1.0474], [-0.9761, -2.9546, 2.5536], [-2.1917, -3.4925, 3.1157], [-1.0051, -4.4835, 0.7279], [-0.2154, -2.5980, 0.5930], [-1.9508, -2.5285, 0.6829], [-0.8731, -1.8885, 2.7854], [-0.1588, -3.5908, 2.8914], [-1.9831, -3.8328, 3.9871], [-1.7533, -4.8910, 1.1969], [0.4058, 0.0119, -6.7656], [-0.4582, 0.2618, -5.5614], [0.1362, -0.0945, -4.3065], [1.3803, 1.0150, -7.0286], [-0.3077, 0.0878, -7.6067], [0.8167, -0.9992, -6.8546], [-1.3730, -0.3452, -5.5712], [-0.8672, 1.2801, -5.5122], [0.8584, 0.5163, -4.0758], [2.0926, 0.9995, -6.3594], [3.9877, 0.5962, -4.3693], [3.6522, 1.4003, -3.1083], [2.2833, 1.2468, -2.8923], [3.8555, 1.3570, -5.5700], [3.3203, -0.2655, -4.4104], [4.9982, 0.1760, -4.2731], [3.8361, 2.4543, -3.3305], [4.3153, 1.0620, -2.3061], [2.0085, 1.9708, -2.2896], [4.4980, 2.0703, -5.5337]], "lowdin_charge": [-0.08, -0.30, -0.09, 0.07, 0.08, 0.04, 0.11, 0.11, 0.08, -0.08, -0.33, -0.07, 0.05, 0.07, 0.08, 0.10, 0.10, 0.08, -0.06, -0.32, -0.09, 0.07, 0.06, 0.06, 0.09, 0.11, 0.04, -0.09, -0.27, -0.09, 0.09, 0.07, 0.07, 0.11, 0.11, 0.09, -0.25, -0.24, -0.06, -0.05, 0.10, 0.11, 0.10, 0.11, 0.08, 0.08, -0.27, -0.25, -0.05, -0.04, 0.11, 0.12, 0.11, 0.10, 0.08, 0.09, -0.20, -0.22, -0.06, -0.10, 0.12, 0.10, 0.12, 0.12, 0.08, 0.10, -0.24, -0.23, -0.06, -0.05, 0.11, 0.09, 0.09, 0.12, 0.07, 0.08, -0.24, -0.22, -0.08, -0.07, 0.09, 0.11, 0.09, 0.13, 0.08, 0.09, -0.25, -0.24, -0.10, -0.07, 0.12, 0.12, 0.11, 0.12, 0.05, 0.05, -0.21, -0.24, -0.09, -0.07, 0.13, 0.12, 0.12, 0.12, 0.06, 0.10]}

=====

3.
{"formula": "C4H15N2O2", "method": "ωB97M-V with the def2-TZVPD basis set", "e_above_lowest_kcal_mol": 92.31, "total_charge": 1, "e_tot_ha": -421.0463, "species": ["N", "C", "C", "N", "C", "C", "O", "H", "H", "H", "H", "H", "H", "H", "H", "H", "H", "H", "H", "H", "H", "H", "O"], "positions_angstrom": [[-1.1878, 1.2341, -2.5013], [-2.2292, 0.9076, -1.4272], [-1.4779, 0.3867, 0.0203], [-0.5982, 1.4573, 0.4212], [0.6211, 0.8812, 1.0486], [1.5332, 0.4315, -0.3349], [1.1049, 1.2391, -1.3258], [-1.4568, 0.7295, -3.3857], [-0.2962, 0.8848, -2.1805], [-0.9188, 2.2048, -2.6350], [-2.8061, 1.7402, -0.9939], [-2.8440, 0.1113, -1.9166], [-2.3324, 0.0041, 0.6280], [-1.1550, -0.6696, -0.3259], [-0.9114, 2.2684, 0.9663], [1.3470, 1.6000, 1.4598], [0.4490, 0.0657, 1.7424], [1.2689, -0.5752, -0.5761], [2.5591, 0.5536, -0.0724], [1.4626, 2.2220, -1.3531], [1.7001, -5.0077, 4.4242], [1.5297, -6.3101, 3.8074], [1.9231, -5.5271, 3.7172]], "lowdin_charge": [0.16, -0.08, -0.19, -0.10, -0.12, -0.22, -0.14, 0.19, 0.07, 0.16, 0.12, 0.12, 0.12, 0.14, 0.14, 0.11, 0.10, 0.10, 0.11, 0.20, -0.01, -0.03, 0.04]}

=====

4.
{"formula": "C16H15N3O4", "method": "ωB97M-V with the def2-TZVPD basis set", "e_above_lowest_kcal_mol": 276.01, "e_tot_ha": -1083.4589, "smiles": "O=[N+]([O-])c1ccccc1.O=[N+]([O-])c1ccccc1.c1cc[nH]c1", "species": ["N", "C", "C", "C", "C", "H", "H", "H", "H", "H", "C", "C", "C", "C", "C", "C", "N", "O", "O", "H", "H", "H", "H", "H", "C", "C", "C", "C", "C", "C", "N", "O", "O", "H", "H", "H", "H", "H"], "positions_angstrom": [[-13.1970, 11.5784, 1.4245], [-12.7135, 12.2373, 2.5309], [-11.6164, 11.5095, 2.9382], [-11.4124, 10.3713, 2.0922], [-12.4944, 10.4124, 1.2130], [-14.0150, 11.7951, 0.8732], [-13.2787, 13.0561, 2.9511], [-11.0205, 11.6561, 3.8269], [-10.7383, 9.5413, 2.2447], [-12.8122, 9.6129, 0.5602], [-10.2631, 13.9862, 0.2110], [-11.0625, 12.8933, -0.2063], [-12.4589, 12.8830, 0.0353], [-13.0667, 13.9346, 0.7231], [-12.2733, 14.9544, 1.2234], [-10.8560, 15.0477, 0.8945], [-14.4864, 13.9947, 1.1775], [-14.8117, 14.8523, 1.9338], [-15.2315, 13.1369, 0.7468], [-9.1848, 14.0273, 0.1672], [-10.6137, 12.0131, -0.6424], [-13.0418, 12.0079, -0.2114], [-12.7750, 15.7892, 1.6902], [-10.3156, 15.9689, 1.0544], [-12.9409, 15.7507, 3.6915], [-12.6611, 14.3924, 3.8185], [-11.4020, 13.9213, 4.2792], [-10.4928, 14.8816, 4.7256], [-10.7089, 16.2506, 4.5298], [-11.9468, 16.6810, 3.9892], [-9.2352, 14.4025, 5.3679], [-8.4602, 15.2847, 5.7918], [-8.9230, 13.2478, 5.5750], [-13.8510, 16.2265, 3.3573], [-13.4222, 13.6799, 3.5367], [-11.2905, 12.8531, 4.3931], [-10.0316, 17.0424, 4.8138], [-12.3104, 17.6888, 3.8534]], "lowdin_charge": [-0.08, -0.11, -0.07, -0.04, -0.11, 0.10, 0.02, 0.08, 0.10, 0.12, -0.05, -0.02, -0.06, -0.15, -0.01, -0.03, -0.33, 0.09, 0.08, 0.10, 0.11, 0.11, 0.09, 0.10, -0.11, -0.08, 0.04, -0.11, 0.02, -0.05, -0.32, 0.04, 0.08, 0.11, 0.05, 0.07, 0.12, 0.11]}

=====

5.
{"formula": "C5H6NO2S", "method": "ωB97M-V with the def2-TZVPD basis set", "e_above_lowest_kcal_mol": 73.40, "total_charge": 1, "e_tot_ha": -797.1086, "species": ["C", "C", "C", "C", "C", "N", "O", "O", "S", "H", "H", "H", "H", "H", "H"], "positions_angstrom": [[-0.8472, -0.4325, -1.1737], [0.1157, -0.5903, -2.0920], [-0.2705, -0.7717, 1.2117], [1.1340, -0.3560, 1.5204], [0.9527, 0.7921, -0.0656], [-0.4981, 0.3248, 0.0593], [-1.1160, -1.4808, 1.6208], [-1.2853, 1.4214, 0.3296], [1.6076, 0.0875, -1.5699], [-1.9137, -0.4504, -1.2636], [0.0488, -0.8755, -3.1324], [1.2833, 0.4179, 2.2811], [1.7871, -1.1996, 1.2172], [1.0365, 1.9172, 0.1418], [-2.0347, 1.1960, 0.9152]], "lowdin_charge": [-0.09, -0.32, -0.30, 0.12, -0.32, -0.27, 0.25, 0.10, 1.01, 0.14, 0.10, 0.13, 0.13, 0.15, 0.16]}